# 1
The following is a quantum chemistry calculation of a cluster of 12 separate species, C29H83BrFN27O14 in total, from the OMol25 dataset.

Its total charge is 0. The energy above the lowest of the compared OMol25 structures with the same formula, charge and spin is 26.9 kcal/mol. Its multiplicity is 1. For the HOMO energy, the calculation gives -7.94 eV. As for the frontier orbital gap: 0.2986 Eh. As for the SMILES: CC[C@@H](F)[C@](CNOC[C@H](C)CC(C)C)(CC(N)(N)N)O[C@@H](Br)N(C)C(C)=O.NC(N)=O.NC(N)=O.NC(N)=O.NC(N)=O.NC(N)=O.NC(N)=O.NC(N)=O.NC(N)=O.NC(N)=O.NC(N)=O.NC(N)=O. The strongest force on any atom is 0.03988 Eh/bohr.

Each line ends with the Löwdin charge.
Positions of all 155 atoms, in Å:
Br1 -1.55666 2.35540 2.47178  0.7528
F1 1.69709 2.00516 -0.67599  0.0166
O1 -0.73400 -9.97807 -5.49703  0.0218
O2 4.70686 7.56978 -1.02772  0.0316
O3 1.42473 9.11008 4.99072  0.0021
O4 -4.60794 -2.51923 5.73627  0.0269
O5 0.21217 -2.74071 0.54508  -0.1410
O6 -5.08898 2.24435 -2.58713  0.0280
O7 -0.52250 -0.06032 1.37688  -0.0669
O8 -1.34085 0.96425 5.48061  0.0943
O9 0.03615 -6.06428 -6.13727  0.0267
O10 -8.19331 -0.10016 2.33015  0.0203
O11 6.27053 3.25715 1.51548  -0.0056
O12 10.25283 2.54069 1.34649  0.0186
O13 5.51018 8.13194 3.21221  0.0177
O14 -4.85516 -5.38389 -8.95538  0.0173
N1 -6.39639 3.66553 -1.40108  0.1491
N2 4.15159 9.55926 4.33454  0.1581
N3 -1.18198 -0.27306 3.50886  -0.1116
N4 -6.37279 -1.16400 3.16804  0.1706
N5 -0.74730 -10.81029 -3.39228  0.1529
N6 3.62453 9.32847 -0.10335  0.1513
N7 3.92178 9.20088 -2.39261  0.1410
N8 8.18250 4.42125 1.86882  0.1561
N9 -0.54266 9.05877 6.11341  0.1578
N10 3.29400 8.17826 2.71574  0.1450
N11 -7.55278 0.32604 4.46397  0.1461
N12 -1.63663 -5.18901 -7.39603  0.1626
N13 -2.61553 -9.76587 -4.25287  0.1521
N14 -2.26082 1.59514 -2.63766  0.0665
N15 -6.77349 -5.14393 -7.76778  0.1515
N16 -1.16009 -7.44213 -7.48063  0.1623
N17 6.13350 5.38775 2.28226  0.1605
N18 -0.12595 0.66599 -3.00171  0.1025
N19 9.85877 0.69429 0.10397  0.1607
N20 -1.96361 -0.62561 -2.00039  0.1032
N21 1.24715 -1.80476 0.44737  -0.0294
N22 -3.68831 -0.63848 6.59790  0.1769
N23 -4.94636 -6.23021 -6.86559  0.1549
N24 -5.91513 -1.12406 6.95715  0.1420
N25 1.37405 8.19608 7.05732  0.1638
N26 -7.32076 2.24746 -2.96897  0.1491
N27 12.01465 1.28466 0.67635  0.1513
C1 0.58351 -5.44481 -3.41860  -0.4175
C2 0.87884 -0.71909 -0.45049  -0.0992
C3 4.39789 8.59440 3.41048  -0.6727
C4 0.22453 -0.78839 5.48525  0.0198
C5 -4.72342 -1.49809 6.38920  -0.6890
C6 -1.32529 -10.17264 -4.45161  -0.6836
C7 6.82893 4.29226 1.86743  -0.6724
C8 -5.48867 -5.57306 -7.92995  -0.6852
C9 1.40479 -6.72102 -3.77532  -0.0810
C10 -0.84053 0.08675 4.85124  -0.5195
C11 -0.28927 -4.24017 -1.29014  -0.3498
C12 -1.24601 0.67588 -2.07130  -0.6304
C13 -0.52976 0.61671 2.55149  -0.6316
C14 10.68143 1.56882 0.74728  -0.6604
C15 -2.62796 -0.42249 3.31772  -0.0923
C16 1.41865 -4.21879 -3.77626  -0.0682
C17 0.79055 8.80806 5.99136  -0.6573
C18 -1.72956 -4.43389 -0.81765  -0.0673
C19 0.58710 -3.96515 -0.08111  -0.1815
C20 4.12524 8.62824 -1.16454  -0.6879
C21 0.22404 -5.55279 -1.93447  -0.1541
C22 -7.42515 -0.30093 3.25238  -0.6887
C23 3.38177 2.18632 1.71093  -0.0857
C24 0.15910 0.47796 0.22236  -0.3284
C25 -6.19293 2.68926 -2.33648  -0.6704
C26 1.25275 1.52233 0.54347  -0.3067
C27 -0.90734 1.19854 -0.66088  -0.0727
C28 -0.85884 -6.21999 -6.95094  -0.6531
C29 2.49214 1.02014 1.27255  -0.1853
H1 -7.19355 -4.65552 -8.53696  0.1047
H2 -1.39887 -1.37101 -2.38973  0.0472
H3 -1.08116 8.81811 6.92366  0.0968
H4 8.72675 3.62393 1.56443  0.0441
H5 2.35618 7.99677 6.99080  0.1097
H6 0.44337 0.84233 2.97759  0.1089
H7 3.09979 0.44553 0.58101  0.1184
H8 1.78854 -6.64373 -4.78101  0.0537
H9 -1.89045 -7.59229 -8.15156  0.0921
H10 -8.23979 2.59716 -2.77700  0.0900
H11 -6.24205 -1.64707 2.29834  0.1075
H12 0.30750 -1.19732 -1.22886  0.0925
H13 -1.83807 1.17470 -0.10801  0.0895
H14 -2.13279 2.53820 -2.28567  0.0618
H15 -0.31871 -5.45754 -4.01479  0.1069
H16 10.18434 -0.11089 -0.39562  0.0942
H17 -0.02955 -0.22321 -3.47545  0.0676
H18 -5.73336 -1.33704 3.92343  0.0593
H19 3.76135 8.93063 0.81560  0.0516
H20 5.13415 5.31996 2.28615  0.0884
H21 -5.58840 4.01009 -0.91704  0.1012
H22 -2.07578 -3.53504 -0.31364  0.0677
H23 -3.76270 0.21458 7.11983  0.1054
H24 0.87875 7.93617 7.88889  0.0977
H25 12.38842 0.49251 0.18999  0.0925
H26 3.42470 7.45781 2.02620  0.1013
H27 2.37142 8.54054 2.88120  0.0859
H28 0.14440 -1.76683 5.01870  0.0840
H29 -1.21427 -10.97904 -2.52194  0.0917
H30 -0.61334 -8.22848 -7.16762  0.0831
H31 4.22342 1.79760 2.26692  0.0662
H32 -3.21957 0.21089 3.96786  0.0651
H33 0.40964 -4.77662 0.62596  0.1262
H34 -3.06670 -9.29224 -5.01306  0.0942
H35 -8.31436 0.97005 4.56868  0.0981
H36 1.22233 -0.41410 5.27748  0.0881
H37 0.76818 -3.34752 -3.82508  0.0609
H38 -2.08323 -0.82799 -1.01369  0.0685
H39 8.87189 0.88181 0.14112  0.1114
H40 2.20183 -6.77970 -3.03821  0.0732
H41 2.22467 -4.05008 -3.06561  0.0837
H42 0.76176 0.85496 -2.55092  0.0567
H43 -3.12065 -9.91375 -3.40017  0.0906
H44 -4.00049 -6.54832 -6.97360  0.0711
H45 -7.20482 1.53001 -3.66037  0.1029
H46 12.64264 1.91345 1.14171  0.1032
H47 -5.42530 -6.40488 -6.00281  0.0944
H48 -1.79355 -5.29667 -0.16216  0.0776
H49 2.84772 2.90774 2.32462  0.0778
H50 1.10805 -5.88601 -1.38856  0.1063
H51 0.87107 2.38906 1.07879  0.1104
H52 8.65575 5.25817 2.15044  0.0941
H53 3.44459 10.07115 -2.52833  0.0858
H54 -2.92638 -0.34396 2.28546  0.0820
H55 -6.93024 0.17097 5.23470  0.0513
H56 3.13790 10.20007 -0.19219  0.0904
H57 1.81543 -4.35356 -4.77549  0.0715
H58 -0.53616 -6.31850 -1.79206  0.1110
H59 -7.30693 -5.28900 -6.93207  0.0932
H60 0.20087 -11.11824 -3.50587  0.1048
H61 6.55718 6.24938 2.57458  0.0650
H62 -2.87164 -1.44463 3.61429  0.0881
H63 2.28408 0.35927 2.11346  0.1021
H64 0.02560 -0.92184 6.53973  0.0810
H65 1.63824 -3.93476 -0.34356  0.1190
H66 -0.27626 -3.40493 -1.98378  0.1024
H67 -2.37914 -5.30018 -8.06678  0.0718
H68 -6.03427 -0.29024 7.50134  0.0972
H69 4.27638 8.70808 -3.19107  0.0999
H70 -7.29721 4.04290 -1.17762  0.0898
H71 4.93338 9.88830 4.87024  0.1037
H72 -0.99814 9.50837 5.34058  0.1065
H73 -2.40477 -4.62104 -1.65263  0.0804
H74 0.77376 -7.60382 -3.75630  0.0659
H75 3.23734 9.93689 4.50693  0.0611
H76 -1.44371 -4.27382 -7.03263  0.1070
H77 1.52825 -1.47994 1.36142  0.1044
H78 1.80331 -0.39814 -0.91113  0.1191
H79 3.81282 2.64325 0.83456  0.0697
H80 -2.80464 -0.88174 6.19714  0.0751
H81 -3.17400 1.28662 -2.32772  0.0253
H82 -6.70017 -1.73557 6.82092  0.1112
H83 -0.68219 2.25385 -0.75965  0.1123



# 2
The following is a quantum chemistry calculation of a cluster of 12 separate species, C29H85F3N14O14S in total, from the OMol25 dataset.

Its total charge is 0. The energy above the lowest of the compared OMol25 structures with the same formula, charge and spin is 112.2 kcal/mol. Its multiplicity is 1. For the HOMO energy, the calculation gives -8.49 eV. As for the frontier orbital gap: 0.2911 Eh. The strongest force on any atom is 0.12189 Eh/bohr.

Each line ends with the Löwdin charge.
Positions of all 146 atoms, in Å:
S1 -3.30558 -23.86760 -5.02596  0.6695
F1 -2.31996 -24.22009 -2.56955  0.1034
F2 -1.67574 -22.26439 -3.47576  0.1348
F3 -0.92664 -24.08548 -4.25744  0.1286
O1 -0.75348 -27.81574 -0.49530  -0.1602
O2 -2.73149 -23.29992 -6.31619  -0.3617
O3 -7.63646 -28.76670 -1.07482  -0.1511
O4 -0.59044 -28.62953 -5.32518  -0.2232
O5 -6.17686 -24.78236 -9.60494  0.0402
O6 0.25714 -19.82133 -6.83462  -0.2038
O7 -3.54031 -25.33925 -4.97716  -0.3278
O8 -5.88604 -27.10666 -5.97300  0.2875
O9 -9.72395 -20.72627 -6.32566  -0.1821
O10 0.94159 -22.97204 0.50808  -0.1782
O11 -3.53893 -18.64610 -5.46422  0.0063
O12 -1.25201 -24.98497 -9.35258  0.0250
O13 -4.44938 -23.00601 -4.58287  -0.3847
O14 -7.37098 -23.94913 -2.85688  -0.0471
N1 -4.77955 -23.93208 -8.12766  0.1898
N2 -5.60917 -22.85203 -2.04964  0.2020
N3 -2.60806 -21.37744 -8.54432  0.0423
N4 -3.09000 -27.94809 -5.51063  0.0436
N5 0.38529 -19.27769 0.75740  0.0360
N6 -5.68871 -18.13739 -5.11104  0.1548
N7 -4.98494 -20.14046 -4.53180  0.1813
N8 -0.23424 -24.41235 -7.45427  0.1775
N9 -7.04784 -23.21428 -5.61918  0.0536
N10 -6.03133 -26.27393 -3.34816  0.0429
N11 -4.05892 -24.75255 -9.93721  0.1759
N12 -7.03967 -23.80411 -0.61331  0.1816
N13 0.98072 -25.24044 -8.98002  0.1683
N14 -1.99059 -31.00226 0.82301  0.0266
C1 -7.04158 -21.28128 -7.21339  -0.0381
C2 -11.12996 -20.72711 -6.22063  -0.0992
C3 -0.87103 -20.69519 -6.72892  -0.1728
C4 -1.99524 -23.55190 -3.71440  -0.6250
C5 1.17419 -19.98590 -5.76622  -0.1109
C6 -8.37191 -29.77981 -1.75007  -0.0953
C7 2.07614 -23.78287 0.43152  -0.1341
C8 -3.17743 -27.65884 -7.94227  -0.0314
C9 -9.15937 -21.89197 -5.92043  -0.2477
C10 -4.65585 -18.97476 -5.01776  -0.7143
C11 -6.68295 -23.57804 -1.87578  -0.6843
C12 -2.02662 -19.01101 -8.46273  -0.0418
C13 -4.89567 -27.39743 -1.46420  -0.0204
C14 -1.00425 -20.83801 -0.40686  -0.0841
C15 -1.50940 -20.49230 -8.16510  -0.3723
C16 -1.14871 -26.65154 -1.09981  -0.1516
C17 -7.50145 -27.68435 -1.89565  -0.2383
C18 -2.53500 -28.41827 -6.77320  -0.4122
C19 -1.03307 -28.18511 -6.66401  -0.1562
C20 -0.23556 -24.88055 -8.67782  -0.7377
C21 0.10748 -20.71008 0.61374  -0.4490
C22 -7.61361 -21.86599 -5.90420  -0.3826
C23 -1.05443 -30.10398 0.16591  -0.4430
C24 -6.05299 -27.53195 -2.54521  -0.3124
C25 1.25018 -21.61589 0.21570  -0.1985
C26 -1.72992 -28.83324 -0.44257  -0.1807
C27 0.65884 -28.07417 -5.05652  -0.1213
C28 -5.10706 -24.38942 -9.30058  -0.8392
C29 -0.19580 -30.83083 -0.79001  -0.0760
H1 -3.79197 -23.80299 -7.95998  0.0535
H2 -0.78251 -27.12433 -6.65727  0.1055
H3 -8.24844 -27.64647 -2.68854  0.1223
H4 0.77121 -30.36431 -0.97804  0.0790
H5 -6.05674 -23.04842 -5.51765  -0.0014
H6 -3.93330 -27.24867 -1.95390  0.0517
H7 1.15630 -28.63604 -4.26600  0.0891
H8 -11.42647 -20.99592 -5.20677  0.0815
H9 -4.24670 -27.82970 -7.81750  0.0555
H10 -7.48281 -21.85090 -8.03128  0.0883
H11 1.27052 -28.03959 -5.95805  0.0849
H12 -11.59820 -19.77022 -6.45131  0.0904
H13 -7.23473 -23.52556 -4.67670  0.0138
H14 -3.16535 -26.56995 -7.98989  0.0657
H15 2.04998 -20.49245 -6.17180  0.0863
H16 -0.32021 -21.04273 1.55953  0.1384
H17 -7.30193 -21.26190 -5.05213  0.0961
H18 -5.49724 -23.68523 -7.46125  0.0715
H19 -0.47726 -28.63922 -7.48435  0.1278
H20 -4.97741 -28.31698 -0.88467  0.0761
H21 1.29079 -18.98941 -5.34020  0.0860
H22 -0.33313 -25.95320 -1.28755  0.0907
H23 0.76388 -19.15851 -0.17134  0.0627
H24 -1.75454 -26.83985 -1.98614  0.0646
H25 -1.87094 -20.23055 -0.14619  0.0802
H26 -5.99834 -28.03994 -6.16787  0.1590
H27 -1.31101 -18.28661 -8.07382  0.0648
H28 -5.03211 -26.52613 -0.82364  0.0788
H29 -2.65466 -29.50168 -6.77660  0.1370
H30 -2.52124 -28.46942 0.21283  0.1169
H31 -0.75131 -20.76391 -8.89969  0.1260
H32 -0.39070 -18.63153 0.77784  0.0694
H33 -5.36999 -22.57429 -2.99078  0.0646
H34 1.75196 -24.80866 0.60683  0.0853
H35 -6.59645 -26.64741 -6.42688  0.1699
H36 -6.71632 -25.56800 -3.11892  0.0299
H37 -0.57621 -31.01851 -1.79409  0.0825
H38 -6.00520 -28.29490 -3.32219  0.1139
H39 -9.59410 -22.60414 -6.62181  0.1288
H40 -4.87633 -22.71310 -1.36864  0.1223
H41 -0.44599 -29.69022 0.97010  0.1322
H42 -1.47556 -20.49418 -5.84448  0.1089
H43 -6.46504 -23.39665 0.11048  0.1097
H44 0.67236 -24.28010 -7.02920  0.1131
H45 0.18262 -31.79366 -0.44671  0.0762
H46 1.30587 -25.38924 -9.92461  0.1236
H47 -2.34106 -22.28707 -8.19594  0.0124
H48 -3.12231 -24.65764 -9.57135  0.0493
H49 0.44439 -27.08184 -4.65979  0.0844
H50 -8.02558 -29.87783 -2.77894  0.0813
H51 -7.62025 -26.77251 -1.31038  0.1123
H52 -4.42591 -20.93466 -4.80900  0.0813
H53 -4.17581 -25.36256 -10.73366  0.1252
H54 -5.94353 -20.27559 -4.24382  0.0848
H55 2.82543 -23.58416 1.19781  0.0856
H56 2.04239 -21.34591 0.91399  0.1290
H57 -1.87094 -26.02844 -0.57235  0.0788
H58 -2.97689 -18.85957 -7.95071  0.0461
H59 1.43740 -21.50733 -0.85261  0.1331
H60 -1.11983 -24.19039 -7.02232  0.0604
H61 -0.52274 -21.72734 -6.69064  0.0892
H62 -6.01403 -26.88199 -5.04848  0.0570
H63 -2.37556 -28.24400 -4.86094  0.0532
H64 -6.54228 -18.26548 -4.58654  0.1027
H65 -5.58316 -17.27720 -5.62973  0.1143
H66 -2.63846 -30.55512 1.45581  0.0639
H67 -5.16670 -25.79872 -3.13207  0.0588
H68 -5.96064 -21.33308 -7.34383  0.0587
H69 -3.32883 -21.17168 -7.86738  0.0480
H70 -2.15958 -29.09514 -1.40947  0.1233
H71 -8.21965 -30.75408 -1.28564  0.0917
H72 -9.41700 -22.14723 -4.89254  0.1216
H73 -1.21212 -21.90357 -0.50417  0.0661
H74 -3.05909 -26.93966 -5.46345  0.0071
H75 -0.69133 -20.60070 -1.42366  0.0724
H76 -11.52777 -21.52558 -6.84696  0.0855
H77 -7.25903 -20.21330 -7.22904  0.0747
H78 -2.23599 -18.83210 -9.51736  0.0653
H79 -1.42628 -31.52629 1.47650  0.0687
H80 0.81586 -20.49258 -4.87013  0.0699
H81 -7.85971 -24.29434 -0.28570  0.1186
H82 -9.44599 -29.60893 -1.82244  0.0895
H83 2.62369 -23.79700 -0.51088  0.0868
H84 1.63631 -25.30683 -8.21458  0.1066
H85 -2.72569 -28.13876 -8.81043  0.0881